ORCA calculation (the ωB97M-V functional and the def2-TZVPD basis) on a cluster of 2 separate species, C3H6NO3P in total in a non-equilibrium geometry.

```
14
Properties=species:S:1:pos:R:3:forces:R:3
C 0.129123 0.953960 -0.478737 0.055 -0.241 -0.492
C 1.326409 -1.002730 0.827608 -0.967 1.132 -0.523
C 1.433184 0.179133 -0.204191 0.072 -0.065 1.203
N 0.326557 2.201956 -0.802636 0.177 -1.313 0.273
O -3.064079 0.789168 0.611336 -0.303 1.129 0.639
O -2.904359 -0.467731 -1.622279 0.581 0.197 0.918
O -2.092730 -1.567168 0.564481 0.436 -0.106 0.045
P -2.495300 -0.325532 -0.165623 -0.096 -0.856 -1.661
H 2.266189 -1.457306 0.623273 0.671 -1.366 0.617
H 0.440635 -1.581651 0.607656 -0.025 -0.623 -0.765
H 1.120073 -0.849885 1.893536 0.654 0.863 -0.042
H 1.949556 -0.347680 -1.045617 -0.872 0.731 -0.143
H 2.166098 0.921790 0.160931 0.129 -0.036 -0.014
H -0.601361 2.553672 -0.969737 -0.512 0.554 -0.052
```
Forces are in eV/Å.

As for the relative energy (zero: lowest compared OMol25 entry of this formula, charge and spin): 23.7 kcal per mole. The value obtained for the LUMO energy is 6.9 eV. The value obtained for the HOMO-LUMO gap is 5.79 eV. Its net charge is -2.

ORCA calculation (the ωB97M-V functional and the def2-TZVPD basis) on a structure of composition C34H35CrFN5O2S2Si.

```
81
Properties=species:S:1:pos:R:3:forces:R:3
Cr -0.495090 0.027096 -0.518203 0.399 0.495 -0.695
N 3.817884 -0.466014 -0.177687 -0.093 -0.036 -0.156
C 2.452838 -0.320466 -0.086272 0.182 -0.045 0.089
S 1.435658 -1.191368 -1.186138 0.070 0.091 0.142
N 2.003234 0.420351 0.894587 -0.452 0.000 -0.281
N 0.629183 0.477874 0.885605 0.231 -0.076 0.398
C 0.120480 0.962991 2.162135 -0.139 0.187 -0.024
C -1.341510 0.576345 2.225377 0.057 0.024 -0.027
C -2.056908 0.489006 3.406254 0.036 0.050 -0.010
C -3.397015 0.155026 3.340726 -0.063 -0.020 0.091
C -3.981534 -0.075340 2.104667 0.029 -0.013 -0.090
C -3.192013 0.013271 0.974049 -0.057 0.011 0.017
N -1.896685 0.335579 1.034403 -0.114 0.040 0.118
H 4.174807 -0.791978 -1.058711 0.010 0.004 0.021
H 4.378766 0.202052 0.323177 -0.007 0.001 0.051
H 0.686664 0.511357 2.979924 -0.047 -0.126 0.046
H -1.562993 0.677897 4.349688 -0.011 0.000 0.002
H -3.981593 0.066127 4.247717 0.008 0.009 -0.013
H -5.024336 -0.343088 2.010772 0.007 0.008 0.016
H -3.585349 -0.198003 -0.011439 0.004 -0.006 0.008
C -0.631313 -2.958991 1.240604 0.121 0.060 0.149
Si -1.547076 -3.118058 -0.378150 -0.062 0.181 -0.072
C -0.682849 -4.423468 -1.392449 0.124 -0.137 -0.088
C -3.266070 -3.714318 0.086471 -0.141 -0.077 0.066
N -1.635335 -1.575854 -1.168384 -0.185 -0.096 -0.110
C -2.505224 -1.336574 -2.202013 0.123 -0.049 0.196
C -3.191536 -2.297035 -2.978845 -0.009 0.007 -0.025
C -4.057378 -1.937920 -4.002465 0.050 0.000 0.058
C -4.289996 -0.607427 -4.325570 0.027 0.026 0.023
C -3.623844 0.375030 -3.599077 -0.054 -0.028 -0.078
C -2.780630 -0.020258 -2.596064 0.003 0.056 0.008
F -2.111667 0.964417 -1.882738 -0.036 -0.073 0.112
H -0.669285 -3.925203 1.754573 0.017 0.026 -0.004
H -1.093923 -2.219441 1.902544 0.011 -0.048 -0.032
H 0.415712 -2.685881 1.095145 -0.034 -0.009 0.034
H -0.498120 -5.314903 -0.784827 -0.003 0.017 -0.038
H 0.282933 -4.036289 -1.727292 -0.008 -0.049 -0.008
H -1.249840 -4.731547 -2.273617 0.019 0.016 0.007
H -3.255207 -4.786655 0.306798 -0.010 0.048 0.007
H -4.011826 -3.540718 -0.690412 -0.007 -0.010 0.019
H -3.596534 -3.196566 0.992799 -0.019 -0.012 -0.040
H -3.021113 -3.345945 -2.778042 -0.001 -0.008 -0.004
H -4.553973 -2.719602 -4.564321 0.006 0.000 0.009
H -4.962767 -0.335329 -5.126855 0.007 -0.001 0.011
H -3.750340 1.430684 -3.803006 0.004 -0.012 0.004
C 2.042115 3.061722 -0.975599 -0.065 0.025 0.045
C 1.450121 2.108038 -1.965587 0.212 -0.050 -0.452
O 0.382113 1.553779 -1.759244 -0.179 -0.306 0.393
C 2.158157 1.834263 -3.251657 -0.131 0.210 0.333
C 3.356241 2.465560 -3.569486 0.114 0.042 -0.086
C 3.996899 2.179819 -4.766064 -0.050 -0.022 0.046
C 3.436538 1.260427 -5.642306 0.007 -0.027 -0.008
C 2.239700 0.627816 -5.327884 -0.019 0.033 0.055
C 1.601039 0.913970 -4.133454 -0.044 -0.101 -0.100
H 1.443133 3.055172 -0.070832 -0.021 0.012 0.045
H 2.060228 4.064309 -1.412412 0.012 -0.017 0.004
H 3.066532 2.782032 -0.730892 -0.004 -0.017 -0.008
H 3.795990 3.181319 -2.887357 -0.005 0.000 -0.005
H 4.928183 2.671932 -5.012782 0.002 -0.008 -0.007
H 3.937639 1.033281 -6.574761 -0.008 0.000 0.000
H 1.807428 -0.091745 -6.009999 0.009 0.000 -0.009
H 0.675253 0.423709 -3.861665 0.036 0.009 -0.023
C -1.924982 11.410998 3.403922 0.077 -0.024 -0.025
C -1.638213 9.930176 3.346052 0.006 0.172 0.007
O -2.481427 9.087437 3.453455 0.031 -0.103 -0.015
S 0.106935 9.591022 3.080009 -0.098 0.025 0.049
C 0.097204 7.832393 2.909332 -0.005 -0.106 -0.053
C 0.589716 7.269513 1.737636 0.005 -0.043 0.017
C 0.625459 5.892135 1.588410 -0.009 0.063 -0.022
C 0.152812 5.062266 2.602469 -0.041 -0.240 -0.005
C -0.340969 5.636099 3.774781 -0.003 -0.007 0.046
C -0.360073 7.009573 3.932702 0.029 -0.003 0.026
C 0.159792 3.628468 2.444482 0.106 0.377 0.047
C 0.186608 2.434870 2.319390 0.101 -0.306 -0.156
H -2.730959 11.588219 4.112210 -0.009 -0.003 0.004
H -2.254168 11.729489 2.413507 -0.007 -0.002 0.007
H -1.042522 11.988153 3.676744 -0.011 -0.009 0.000
H 0.942664 7.911742 0.941204 -0.008 -0.003 0.002
H 1.011881 5.454354 0.679408 -0.002 -0.010 -0.039
H -0.699993 4.992684 4.566793 -0.021 0.014 -0.004
H -0.735888 7.445222 4.848221 0.003 -0.005 -0.016
```
Forces are in eV/Å.

The spin multiplicity is 2. As for the relative energy (zero: lowest compared OMol25 entry of this formula, charge and spin): 0.0 kcal per mole. The value obtained for the LUMO energy (spin up / spin down) is -0.4 / -0.3 eV. The value obtained for the HOMO-LUMO gap (spin up / spin down) is 6.32 / 6.32 eV.

ORCA calculation (the ωB97M-V functional and the def2-TZVPD basis) on a cluster of 2 separate species, C4H8O2 in total in a non-equilibrium geometry.

```
14
Properties=species:S:1:pos:R:3:forces:R:3
C 0.140925 -0.591354 -1.259367 2.053 2.944 2.840
C 0.270351 0.591794 -0.474507 1.639 -2.330 -3.904
O 1.565769 1.364560 -0.544687 -2.510 -2.238 1.150
C -0.784358 1.423237 0.093550 -2.336 -0.010 -2.323
C -0.533878 1.864832 1.285242 0.413 0.176 3.676
H 1.052189 -0.836891 -1.918160 -1.723 -0.178 1.335
H -0.598660 -1.297641 -0.830870 0.241 0.429 -1.360
H 1.492215 1.688214 -1.417853 0.416 0.966 -1.635
H -1.705741 1.694649 -0.600808 2.179 -0.301 1.583
H 0.216252 1.246467 1.836034 -0.094 1.124 -0.462
H -0.988956 2.634377 1.936869 -0.263 -0.558 -0.922
H -0.098177 -3.051017 1.310208 -1.363 -1.848 -1.530
H -1.275752 -3.134766 0.351494 -1.663 1.228 -0.984
O -0.647221 -3.698865 0.727634 3.011 0.596 2.536
```
Forces are in eV/Å.

Its SMILES is C=CC(=C)O.O. As for the relative energy (zero: lowest compared OMol25 entry of this formula, charge and spin): 95.4 kcal per mole. The value obtained for the LUMO energy is 0.4 eV. The value obtained for the HOMO-LUMO gap is 9.78 eV.

ORCA calculation (the ωB97M-V functional and the def2-TZVPD basis) on a structure of composition C17H22N2O4SeW in a non-equilibrium geometry.

```
47
Properties=species:S:1:pos:R:3:forces:R:3
W -0.365953 0.189858 0.058255 0.997 1.963 -2.023
C -3.446385 -0.278022 2.487267 -0.084 -0.072 -0.196
C -3.376701 1.085013 1.783539 -0.187 -0.348 0.149
C -3.856547 2.225070 2.733154 0.015 0.051 -0.178
C -1.988194 1.426390 1.352432 -0.092 0.663 -0.036
C -1.724915 2.130309 0.122362 0.099 1.142 0.998
C -0.422758 2.604829 -0.193109 0.019 0.889 0.731
C 0.688460 2.420771 0.706360 -0.788 0.287 0.194
C 1.915762 3.239342 0.593234 0.468 0.004 -0.138
C 0.450589 1.574179 1.854704 -0.392 1.022 0.589
C -0.858521 1.136457 2.188475 0.028 1.298 0.678
H -4.482480 -0.619615 2.485645 0.083 -0.053 -0.019
H -3.144318 -0.233355 3.533211 0.124 0.021 0.009
H -2.839097 -1.034700 1.962787 -0.230 0.033 0.234
H -4.052633 1.089154 0.918616 0.283 0.023 -0.034
H -3.228417 2.321863 3.615701 0.109 -0.038 0.086
H -4.863560 1.966494 3.065574 0.027 -0.029 -0.041
H -3.907526 3.181052 2.217487 -0.015 0.099 -0.002
H -2.578759 2.525505 -0.454456 0.346 -0.757 -0.130
H -0.313086 3.352835 -0.995915 0.050 -0.726 -0.029
H 2.178185 3.522893 -0.426661 -0.098 -0.115 -0.067
H 2.784775 2.819374 1.099163 -0.048 -0.172 -0.015
H 1.731937 4.197199 1.112456 -0.258 -0.114 0.021
H 1.227081 1.541188 2.636353 -0.145 -0.521 -0.515
H -1.037912 0.730419 3.195221 0.136 -0.328 -0.557
O -2.832265 -2.726501 -0.616303 0.889 0.692 0.280
C -1.945926 -2.024204 -0.362565 -0.877 -2.528 0.028
O -1.833043 -0.652670 -0.555623 -1.859 0.650 -0.648
C -0.442874 -2.259451 0.089140 0.963 -3.846 -3.085
O 0.394624 -2.792774 -0.569945 -1.843 -0.160 1.504
O -0.104293 -1.295206 0.986259 1.143 0.095 2.855
C 3.324091 -0.960594 -0.103098 -0.082 0.649 1.039
N 3.084183 -1.699851 -1.314070 -0.846 -0.162 -0.760
C 3.858219 -2.702437 -1.804350 -0.016 -0.203 -0.177
C 3.321649 -3.082995 -3.006455 0.413 -0.147 0.160
N 2.236439 -2.308693 -3.250794 0.218 0.492 1.001
C 1.409000 -2.435442 -4.414891 -1.003 -0.325 -1.243
C 2.085815 -1.478583 -2.204891 0.070 0.602 0.775
Se 0.811005 -0.000804 -2.005062 1.413 0.082 -1.212
H 3.982474 -1.538493 0.550253 -0.171 0.041 -0.065
H 2.362959 -0.764421 0.448050 1.006 -0.334 -0.503
H 3.824933 -0.014976 -0.340279 -0.112 -0.122 0.076
H 4.723040 -3.084575 -1.289704 0.110 0.020 0.087
H 3.654778 -3.845871 -3.692981 -0.036 -0.015 -0.077
H 0.697060 -3.256833 -4.291954 0.027 0.150 0.128
H 2.021517 -2.683201 -5.282756 0.091 0.169 0.116
H 0.877590 -1.505926 -4.619836 0.055 -0.023 0.019
```
Forces are in eV/Å.

As for the relative energy (zero: lowest compared OMol25 entry of this formula, charge and spin): 102.4 kcal per mole. The value obtained for the LUMO energy is -17.6 eV. The value obtained for the HOMO-LUMO gap is 4.61 eV. Its net charge is +4.

ORCA calculation (the ωB97M-V functional and the def2-TZVPD basis) on a structure of composition C2H8N4O in a non-equilibrium geometry.

```
15
Properties=species:S:1:pos:R:3:forces:R:3
C -1.281945 0.114897 -0.896556 -2.179 0.424 0.833
C 1.241702 -0.357508 0.106825 -3.853 -0.058 0.002
N 1.617444 -1.371914 -0.564459 1.540 -1.947 -0.593
N -0.619522 -0.094744 0.271731 5.373 -3.311 -1.949
N -2.336215 0.872100 -0.843039 -0.010 2.803 2.831
N 1.851465 0.458854 0.853528 1.114 0.536 2.451
O -0.824557 0.576622 1.388549 -0.996 3.938 -1.983
H -1.229502 -0.511411 -1.821385 1.098 0.463 0.980
H 1.052492 -1.699935 -1.318320 -0.492 -0.422 -0.445
H 2.468818 -1.999280 -0.394332 -1.212 1.583 -0.081
H -2.958657 1.183439 -1.589897 0.307 -0.720 -0.185
H -2.429798 1.504004 0.064235 -0.002 -1.729 -2.371
H 2.927190 0.358942 0.969318 -2.290 0.639 0.003
H 1.206869 0.870310 1.603613 1.725 0.037 -1.168
H -0.685783 0.095623 2.170189 -0.123 -2.238 1.674
```
Forces are in eV/Å.

As for the relative energy (zero: lowest compared OMol25 entry of this formula, charge and spin): 53.5 kcal per mole. The value obtained for the LUMO energy is -9.4 eV. The value obtained for the HOMO-LUMO gap is 10.08 eV. Its net charge is +2.